{
  "formula": "C30H29BO5",
  "method": "wB97M-V/def2-TZVPD",
  "relative_energy_kcal_mol": 48.1,
  "molar_mass_g_mol": 480.369,
  "largest_force_ev_per_a": 4.9,
  "total_charge": 0,
  "gap_ev": 3.208,
  "homo_energy_ev": -6.32,
  "species": ["C", "C", "C", "C", "C", "B", "O", "C", "C", "C", "C", "O", "C", "O", "O", "H", "H", "H", "H", "H", "H", "H", "H", "H", "H", "H", "H", "H", "H", "C", "O", "C", "C", "C", "C", "C", "C", "C", "C", "C", "C", "C", "C", "C", "C", "C", "C", "C", "C", "C", "H", "H", "H", "H", "H", "H", "H", "H", "H", "H", "H", "H", "H", "H", "H"],
  "xyz": [[5.426619, -2.751715, 0.084147], [4.603061, -1.568888, -0.198727], [5.246486, -0.496069, -0.805572], [4.222654, 0.510113, -0.943880], [2.969632, 0.042719, -0.373332], [1.968953, 1.678364, -0.026938], [0.899890, 1.652840, 0.972278], [0.225814, 2.944493, 0.834369], [0.799367, 3.771652, -0.379505], [0.203424, 5.116481, -0.868378], [0.547394, 2.628457, -1.492263], [1.583773, 1.675463, -1.414985], [2.339705, 3.988408, -0.063170], [2.994222, 2.774658, 0.259443], [3.253103, -1.274493, 0.118815], [6.437979, -2.378400, 0.190226], [5.186526, -3.393086, 0.906577], [5.441340, -3.437815, -0.758044], [6.339667, -0.475747, -1.081559], [4.540728, 1.469406, -1.428830], [-0.742695, 2.497085, 0.617487], [0.169986, 3.484006, 1.800336], [1.046012, 5.534570, -1.522010], [-0.677269, 4.992673, -1.620886], [0.023198, 5.871231, -0.073528], [-0.409706, 2.054567, -1.366601], [0.443930, 3.036981, -2.501980], [2.913058, 4.373151, -0.934215], [2.337215, 4.734271, 0.747199], [-3.066074, -3.740135, 5.234581], [-1.885213, -3.799930, 4.409409], [-1.556918, -2.856262, 3.467420], [-0.369277, -3.202860, 2.760416], [-0.010617, -2.546549, 1.600052], [-0.788144, -1.487236, 1.046020], [-0.525537, -0.697936, -0.192230], [-1.449851, 0.505707, -0.346467], [-1.964238, 0.539979, -1.680908], [-3.048764, 1.350734, -2.077284], [-3.883321, 1.879214, -1.059892], [-3.468447, 1.867924, 0.278521], [-2.148573, 1.366434, 0.584707], [-1.504745, -0.629290, -2.350342], [-0.762984, -1.465119, -1.458108], [-0.543937, -2.789997, -1.904752], [-0.904117, -3.176353, -3.211448], [-1.631116, -2.301261, -4.062645], [-1.917198, -1.013853, -3.606889], [-2.084676, -1.334718, 1.668252], [-2.511970, -1.957489, 2.870401], [-2.787139, -4.393671, 6.091147], [-3.331855, -2.708397, 5.578821], [-3.951139, -4.159303, 4.712914], [0.199965, -4.029818, 3.214107], [0.944398, -2.772613, 1.152485], [-3.429678, 1.240369, -3.100602], [-4.973826, 2.130874, -1.216711], [-4.121680, 2.335114, 1.049820], [-1.680379, 1.637039, 1.577155], [-0.000163, -3.440601, -1.223916], [-0.493631, -4.095679, -3.671369], [-1.859574, -2.533938, -5.118012], [-2.427072, -0.303087, -4.251814], [-2.835705, -0.659955, 1.297225], [-3.560903, -1.812728, 3.263456]],
  "forces_ev_per_angstrom": [[-0.32, -1.15, -0.24], [0.06, 2.43, -0.25], [-1.85, -0.41, 0.54], [-0.24, -0.65, -0.23], [3.13, 1.75, 0.45], [2.66, -2.33, -0.01], [0.69, 1.26, -0.81], [0.36, -0.09, 0.32], [-0.49, -1.73, -0.55], [0.30, -0.04, -1.38], [0.28, 0.64, -0.33], [-1.18, 1.00, -0.05], [-0.41, -0.68, -0.97], [-1.92, -0.91, 0.40], [1.92, 0.43, -0.89], [0.16, -0.15, 0.20], [-0.34, -0.01, 0.88], [-0.03, -0.14, -0.40], [-1.59, 0.07, 0.32], [-1.29, -0.84, 0.76], [-0.23, 1.89, -0.41], [0.30, -0.21, -0.26], [-1.17, -0.31, 0.81], [1.20, 0.20, 1.73], [-0.21, -0.57, -0.49], [0.78, 1.34, 0.33], [0.53, 0.26, -0.13], [-0.74, 0.38, 0.22], [0.38, -0.17, 0.05], [0.11, 0.17, 0.12], [0.15, 1.04, 0.26], [-1.97, -1.36, -1.49], [-0.55, 0.45, 0.69], [0.28, 0.71, -0.08], [-0.69, -0.10, 1.05], [-4.85, -0.38, 0.77], [-0.50, 0.25, 0.03], [-1.02, 1.47, 1.39], [-0.24, -1.34, 0.64], [-0.66, -0.37, 0.56], [1.44, 0.20, -0.37], [0.07, -0.34, 0.87], [0.81, -1.18, -0.78], [0.25, 0.25, -2.21], [0.66, 1.02, 0.51], [-0.15, 0.40, -0.83], [1.09, -0.17, 0.29], [0.14, -0.46, -0.11], [0.14, 0.28, 1.75], [1.47, -0.57, -0.22], [-0.50, 0.63, -0.51], [0.49, -0.77, -0.24], [0.57, 0.15, 0.11], [-0.09, 0.59, -0.52], [0.18, -0.05, -0.15], [0.16, 0.25, 0.51], [1.58, 0.11, -0.35], [0.85, -0.48, -0.57], [-1.11, -1.22, -0.91], [-0.02, -0.20, -0.40], [-0.59, 0.38, 0.74], [0.15, -0.22, 0.83], [-0.08, -0.18, 0.14], [0.15, -0.03, -0.60], [1.50, -0.19, -0.50]]
}